# C7H16N3P

A cluster of 2 separate species, C7H16N3P in total (ωB97M-V/def2-TZVPD, the Open Molecules 2025 dataset).

The geometry in XYZ format:
```
27
Properties=species:S:1:pos:R:3
C -3.09 -0.05 0.20
C -2.30 -1.36 0.30
C -1.34 -0.01 -1.40
C -1.02 1.25 0.59
C -2.10 0.92 -0.46
C -0.92 -0.98 -0.30
C -0.31 -0.06 0.70
N 3.61 -0.91 -1.27
N 3.41 1.53 -0.02
N 3.70 -0.73 1.29
P 2.92 -0.13 -0.09
H -3.97 -0.17 -0.44
H -3.43 0.31 1.17
H -2.20 -1.71 1.33
H -2.75 -2.16 -0.29
H -1.98 -0.47 -2.15
H -0.49 0.47 -1.89
H -0.36 2.05 0.22
H -1.43 1.58 1.54
H -2.57 1.80 -0.90
H -0.31 -1.83 -0.58
H 0.06 -0.42 1.64
H 3.41 -0.56 -2.20
H 3.23 2.02 -0.89
H 2.98 2.03 0.75
H 3.11 -0.80 2.11
H 4.11 -1.62 1.05
```

Results
ΔE to the lowest compared entry with this formula, charge and spin = 134.2 kJ/mol
Spin multiplicity = 1

The Mulliken scheme yields these atomic charges, measured in e: -0.843 -0.869 -0.882 -0.726 -0.063 -0.046 -0.615 -0.748 -0.630 -0.645 0.739 0.349 0.353 0.395 0.348 0.363 0.329 0.244 0.339 0.395 0.435 0.494 0.232 0.257 0.247 0.269 0.281